one | Below is an isolated molecule of C7H13NO, with properties calculated with ωB97M-V/def2-TZVPD.

Its SMILES is CC[C@]1(C)C[C@H]1C(N)=O. Its spin multiplicity is 1. The lowest unoccupied orbital energy comes out at 0.882 eV.

Geometry (Å):
1 C -2.05948 1.51717 -0.97486
2 C -1.34932 0.24058 -1.36151
3 C -0.23368 -0.65114 -0.22821
4 C 0.20406 -1.96878 -0.76170
5 C -0.55237 -0.25832 1.19097
6 C 0.47374 0.44942 0.33366
7 C 2.15013 -0.06835 0.80794
8 N 2.63453 0.61394 1.88311
9 O 2.84376 -0.84817 0.17711
10 H -1.36442 2.35164 -0.84948
11 H -2.77665 1.81251 -1.75112
12 H -2.63150 1.40258 -0.04981
13 H -0.74543 0.37799 -2.26103
14 H -2.07653 -0.55230 -1.55262
15 H 0.96161 -2.40390 -0.09910
16 H -0.64042 -2.65745 -0.84460
17 H 0.65758 -1.84666 -1.74902
18 H -0.19801 -0.88871 2.00021
19 H -1.50250 0.21502 1.40958
20 H 0.56571 1.49023 0.06434
21 H 2.04980 1.22104 2.43366
22 H 3.58942 0.45165 2.18249

two | Below is a structure of composition C7H13NO, with properties calculated with ωB97M-V/def2-TZVPD.

Its spin multiplicity is 1. The lowest unoccupied orbital energy comes out at 0.747 eV.

Geometry (Å):
1 C 0.17033 -0.70062 1.43272
2 C 0.28762 1.12230 -0.35833
3 C -1.96666 -0.40562 -0.19986
4 C 0.74160 1.26123 -1.80062
5 C 1.38332 -0.83830 0.53879
6 C -0.49297 -0.48218 0.02341
7 N 0.20250 0.24545 2.50222
8 C 0.41338 -1.49037 -0.59263
9 O 2.57712 -0.68316 0.57779
10 H -0.17662 -1.65694 1.84589
11 H 0.66870 1.10944 2.26590
12 H -0.71616 0.44937 2.87337
13 H -0.58688 1.75059 -0.17656
14 H 1.04620 1.54369 0.30762
15 H -2.42558 0.33763 0.45121
16 H -2.18616 -0.15599 -1.23882
17 H -2.40924 -1.38083 0.01332
18 H 0.20184 -2.52115 -0.32118
19 H 0.70494 -1.41718 -1.63601
20 H 0.01633 0.82669 -2.49021
21 H 1.70212 0.77191 -1.95117
22 H 0.84427 2.31402 -2.06685

three | Below is a cluster of 2 separate species, C7H13NO in total, with properties calculated with ωB97M-V/def2-TZVPD.

Its SMILES is C[C@H](O)C#N.C=C(C)C. Its spin multiplicity is 1. The lowest unoccupied orbital energy comes out at 0.776 eV.

Geometry (Å):
1 C 0.78866 -0.96952 -3.04966
2 C 0.96646 -0.90658 -1.52311
3 O 0.12191 -1.80431 -0.85046
4 C 0.80519 0.48967 -1.14620
5 N 0.70838 1.61573 -0.97831
6 H -0.21340 -0.64096 -3.32572
7 H 0.92830 -1.99587 -3.38466
8 H 1.51603 -0.32901 -3.54365
9 H 1.98735 -1.21125 -1.25452
10 H -0.79145 -1.49585 -0.90093
11 C -1.28911 -0.73175 1.41628
12 C -0.66473 0.41812 1.61576
13 C -1.31636 1.73919 1.35212
14 C 0.73377 0.48592 2.15028
15 H -2.30519 -0.76766 1.05657
16 H -0.82216 -1.67950 1.62186
17 H -0.76565 2.27593 0.58271
18 H -1.30144 2.35331 2.25600
19 H -2.33994 1.61738 1.02438
20 H 1.33405 1.17413 1.55825
21 H 1.20065 -0.49659 2.14658
22 H 0.71867 0.85947 3.17641

four | Below is an isolated molecule of C7H13NO, with properties calculated with ωB97M-V/def2-TZVPD.

Its SMILES is C=C(C(N)=O)C(C)(C)C. Its spin multiplicity is 1. The lowest unoccupied orbital energy comes out at 0.813 eV.

Geometry (Å):
1 C 0.50224 -1.06090 -1.75261
2 C 0.18919 -0.24523 -0.75691
3 C 0.28040 1.51465 -1.24505
4 N 1.52516 1.85954 -1.67587
5 O -0.65541 2.29292 -1.27887
6 C -0.37027 -0.20667 0.56401
7 C -1.87225 0.03288 0.60678
8 C 0.39081 0.61306 1.60291
9 C -0.08060 -1.95876 1.01522
10 H 0.82023 -0.67158 -2.71440
11 H 0.44566 -2.13898 -1.66211
12 H 1.68948 2.80389 -2.00499
13 H 2.30507 1.22725 -1.59805
14 H -2.26234 -0.16579 1.60937
15 H -2.09550 1.07648 0.36226
16 H -2.39806 -0.59991 -0.11214
17 H 1.47164 0.49314 1.49759
18 H 0.10419 0.30226 2.61236
19 H 0.15149 1.67628 1.50922
20 H -0.48167 -2.01615 2.02817
21 H -0.64459 -2.63736 0.37509
22 H 0.98513 -2.19102 1.01802

Relative to the most stable one, in kcal/mol, the structures come out at one 18.7; two 22.0; three 0.0; four 8.8.

one | Below is an isolated molecule of C7H16O, with properties calculated with ωB97M-V/def2-TZVPD.

Its SMILES is CC(C)C[C@@H](C)CO. Its spin multiplicity is 1. The lowest unoccupied orbital energy comes out at 0.943 eV.

Geometry (Å):
1 C 2.18254 0.54791 0.90276
2 C 1.16132 1.12534 -0.06849
3 C 1.53612 0.85569 -1.51843
4 C -0.42658 0.72855 0.36209
5 C -0.92146 -0.51968 -0.29284
6 C -0.17060 -1.79999 0.03832
7 C -2.55369 -0.71361 0.12791
8 O -3.20162 0.46210 0.57206
9 H 1.93172 0.80559 1.93721
10 H 2.25640 -0.54022 0.82882
11 H 3.18335 0.95410 0.70662
12 H 1.16686 2.21351 0.07428
13 H 1.69485 -0.20908 -1.71302
14 H 0.76726 1.22202 -2.20550
15 H 2.47240 1.36599 -1.77936
16 H -0.45954 0.66428 1.45361
17 H -1.01258 1.59118 0.02866
18 H -0.94347 -0.39553 -1.38052
19 H 0.81283 -1.82537 -0.43580
20 H -0.04039 -1.91866 1.11749
21 H -0.71196 -2.67287 -0.34273
22 H -2.70051 -1.50513 0.86986
23 H -3.06287 -1.03869 -0.78340
24 H -2.96038 0.60259 1.50040

two | Below is a cluster of 2 separate species, C7H16O in total, with properties calculated with ωB97M-V/def2-TZVPD.

Its SMILES is CCC(C)=C(C)C.O. Its spin multiplicity is 1. The lowest unoccupied orbital energy comes out at 0.813 eV.

Geometry (Å):
1 C 0.51638 1.75550 -0.13909
2 C 0.49615 0.35606 -0.82680
3 C -0.53494 -0.60645 -0.24903
4 C -1.94714 -0.49245 -0.88166
5 C -0.38875 -1.43175 0.86235
6 C -1.38777 -2.41935 1.43368
7 C 0.84468 -1.40608 1.72421
8 H 1.09646 2.40411 -0.81690
9 H 1.02256 1.72824 0.84053
10 H -0.48653 2.19452 -0.00478
11 H 0.22969 0.45247 -1.89692
12 H 1.48402 -0.14019 -0.76932
13 H -1.72320 -0.54064 -1.96061
14 H -2.39097 0.49226 -0.65810
15 H -2.68660 -1.27455 -0.64055
16 H -1.82333 -1.93476 2.32366
17 H -0.92168 -3.36987 1.74333
18 H -2.19990 -2.64146 0.72114
19 H 0.73046 -1.54840 2.81201
20 H 1.39801 -0.46827 1.54828
21 H 1.43616 -2.24470 1.31988
22 O 2.21131 4.01671 -2.32834
23 H 2.14897 3.06076 -2.55309
24 H 2.87592 4.05836 -1.60390

Relative to the most stable one, in kcal/mol, the structures come out at one 0.0; two 6.7.

one | Below is a cluster of 2 separate species, C7H16O in total, with properties calculated with ωB97M-V/def2-TZVPD.

Its SMILES is CC(C)(C)O.C=CC. Its spin multiplicity is 1. The lowest unoccupied orbital energy comes out at 0.925 eV.

Geometry (Å):
1 C 2.55160 -0.52412 1.22456
2 C 1.51118 -0.40442 0.09263
3 C 2.20033 -0.47671 -1.21748
4 C 0.29685 -1.29350 0.15441
5 O 0.81404 0.98079 0.12771
6 H 3.21574 -1.27904 0.88249
7 H 2.03855 -0.82803 2.13302
8 H 3.09256 0.40875 1.35078
9 H 2.48156 -1.51660 -1.54486
10 H 3.11168 0.05679 -1.22988
11 H 1.50987 -0.30798 -2.08675
12 H -0.34539 -0.79136 -0.32186
13 H 0.45032 -2.12942 -0.46531
14 H -0.08933 -1.53196 1.22792
15 H 1.34313 1.63499 -0.41336
16 C -1.96554 -0.05964 -0.84667
17 C -2.48273 0.54665 0.21196
18 C -3.18711 1.88312 0.55091
19 H -2.06869 0.13944 -1.97701
20 H -2.02883 -1.15061 -0.96220
21 H -2.53735 0.02363 1.16295
22 H -3.77644 1.67251 1.42263
23 H -2.45912 2.70863 0.84732
24 H -3.67690 2.23810 -0.32390

two | Below is a cluster of 2 separate species, C7H16O in total, with properties calculated with ωB97M-V/def2-TZVPD.

Its SMILES is C=C(CC)CCC.O. Its spin multiplicity is 1. The lowest unoccupied orbital energy comes out at 0.814 eV.

Geometry (Å):
1 C -2.04399 -1.00128 -0.10255
2 C -0.72445 -0.75986 -0.11577
3 C 0.06318 -0.63944 1.08074
4 C 0.39486 -1.90242 1.79166
5 C -0.11030 -0.61186 -1.53760
6 C 0.05356 0.82294 -1.96293
7 C 1.34486 1.47558 -1.37685
8 H -2.52832 -1.18427 -0.98936
9 H -2.57684 -1.01571 0.73834
10 H -0.61991 -0.07673 1.96383
11 H 1.04981 -0.10350 1.00839
12 H -0.49799 -2.12427 2.41520
13 H 0.54664 -2.65240 1.01430
14 H 1.33921 -1.84046 2.39600
15 H -0.65554 -1.14262 -2.25419
16 H 0.84121 -1.21913 -1.43542
17 H -0.84499 1.38288 -1.54097
18 H -0.09412 1.14766 -3.00319
19 H 2.18349 1.51136 -2.06796
20 H 1.66772 0.92236 -0.33982
21 H 1.09439 2.56583 -1.11158
22 O 0.36611 2.18896 1.93097
23 H -0.09655 2.63464 1.18242
24 H -0.15201 1.62176 2.31635

Relative to the most stable one, in kcal/mol, the structures come out at one 19.3; two 0.0.

one | Below is a cluster of 2 separate species, C7H16O in total, with properties calculated with ωB97M-V/def2-TZVPD.

Its spin multiplicity is 1. The lowest unoccupied orbital energy comes out at 0.773 eV.

Geometry (Å):
1 C -0.79010 0.02254 0.18450
2 C 0.72604 0.04300 0.01752
3 C -1.44999 -1.25538 0.61341
4 C -1.52331 1.23231 0.41643
5 C 1.32966 0.02956 1.44557
6 C 1.22820 -1.18589 -0.75666
7 C 1.20269 1.30814 -0.71519
8 O -1.41020 0.15713 -1.75067
9 H -1.77008 -0.52903 -2.33029
10 H -1.21605 -1.43750 1.66776
11 H -2.41330 1.13570 1.03160
12 H -2.53118 -1.16710 0.52459
13 H -1.11298 -2.11166 0.03638
14 H -0.96366 2.14750 0.56205
15 H -1.87073 1.13280 -0.78157
16 H 0.70233 1.38840 -1.67867
17 H 1.08396 -0.88760 1.98286
18 H 2.41688 0.08993 1.37157
19 H 0.98106 0.88046 2.03231
20 H 1.02771 -2.11902 -0.22905
21 H 0.75276 -1.21897 -1.73671
22 H 2.30915 -1.11722 -0.88993
23 H 1.01065 2.21506 -0.14166
24 H 2.28047 1.24683 -0.87615

two | Below is a cluster of 2 separate species, C7H16O in total, with properties calculated with ωB97M-V/def2-TZVPD.

Its SMILES is C/C=C/O.CC(C)C. Its spin multiplicity is 1. The lowest unoccupied orbital energy comes out at 0.825 eV.

Geometry (Å):
1 C 2.66993 -2.96054 1.83551
2 C 1.61363 -1.95078 1.51459
3 C 0.39662 -2.29663 1.14519
4 O -0.57390 -1.36462 0.88179
5 H 3.04588 -2.82652 2.85033
6 H 2.33062 -3.98450 1.69574
7 H 3.54833 -2.81808 1.20592
8 H 1.87038 -0.90179 1.59380
9 H 0.11136 -3.33791 1.04819
10 H -1.33080 -1.79259 0.46507
11 C -0.46096 2.22767 -2.28314
12 C -0.73853 1.38854 -1.03982
13 C -0.34564 2.11609 0.23402
14 C -2.21378 0.99922 -0.97969
15 H -0.85423 1.72861 -3.17403
16 H -0.93837 3.21198 -2.23083
17 H 0.61099 2.36067 -2.43383
18 H -0.15267 0.46357 -1.11622
19 H -0.42676 1.46261 1.09942
20 H -1.02803 2.95645 0.39083
21 H 0.64915 2.56070 0.17601
22 H -2.53639 0.52769 -1.90817
23 H -2.42097 0.33196 -0.14173
24 H -2.82584 1.89818 -0.82895

Relative to the most stable one, in kcal/mol, the structures come out at one 38.7; two 0.0.